Entry from the Open Molecules 2025 dataset: C11H13N4O5Sc as an isolated structure in a non-equilibrium geometry (the ωB97M-V functional and the def2-TZVPD basis).

Output
2S+1: 1
HOMO (eV): -15.54
Energy above the lowest of the compared OMol25 structures with the same formula, charge and spin (kcal per mole): 47.12
Total charge: +2
HOMO-LUMO gap (eV): 5.615

Each line ends with the Löwdin charge.
Geometry (Å):
O: 2.249 1.582 -1.739  0.01
C: 2.664 0.839 -0.828  -0.26
Sc: 1.389 -0.504 -1.549  0.84
O: 2.216 -2.450 -4.051  0.25
C: 1.937 -1.745 -3.166  0.05
C: 1.957 -2.136 0.021  0.04
O: 2.187 -3.040 0.718  0.23
C: 3.864 1.555 0.526  0.03
O: 3.776 0.591 1.288  -0.01
C: 3.846 -1.291 -1.359  0.00
O: 4.884 -1.769 -1.254  0.25
H: 4.469 2.344 0.909  0.12
C: -1.340 -0.747 -0.880  -0.17
N: -0.248 -0.060 -0.116  -0.21
C: -0.331 -0.510 1.310  -0.14
N: -1.659 -0.187 1.913  -0.06
C: -2.712 -0.848 1.104  -0.13
N: -2.687 -0.430 -0.326  -0.06
C: -2.869 1.047 -0.359  -0.13
N: -1.831 1.763 0.419  -0.06
C: -0.505 1.417 -0.144  -0.15
C: -1.878 1.276 1.819  -0.13
H: -1.196 -1.838 -0.819  0.14
H: -1.320 -0.421 -1.935  0.14
H: 0.451 -0.001 1.890  0.15
H: -0.198 -1.596 1.373  0.12
H: -3.693 -0.575 1.518  0.15
H: -2.565 -1.935 1.152  0.14
H: -2.817 1.382 -1.404  0.14
H: -3.853 1.280 0.073  0.15
H: 0.260 1.931 0.455  0.14
H: -0.481 1.783 -1.183  0.14
H: -2.872 1.505 2.232  0.15
H: -1.095 1.787 2.394  0.14